Formula: C5H8N2O
Source: OMol25
Level of theory: wB97M-V/def2-TZVPD

```
! RIJCOSX wB97M-V def2-TZVPD def2/J DEFGRID3
* xyz 0 1
C -1.025 -1.578 0.935
C 0.653 0.223 1.133
C -0.150 1.509 1.141
C 0.987 1.328 0.168
C -0.049 -0.338 -0.980
H -0.700 -2.015 1.856
H -1.376 -2.376 0.262
H -1.898 -0.920 1.225
H 1.252 -0.140 1.934
H -1.163 1.475 0.747
H -0.040 2.224 1.962
H 1.947 1.849 0.110
H -0.914 -1.847 -1.850
N -0.037 -0.768 0.346
N -0.528 -0.944 -2.019
O 0.544 0.858 -1.115
*
```

Output
energy above the lowest of the compared OMol25 structures with the same formula, charge and spin	45.0	kcal per mole
SMILES string	[H]/N=C1/O[C@H]2C[C@H]2N1C
E_tot	-380.01651	Eh
maximum force	3.09	eV/A

Formula: C5H8N2O2
Source: OMol25
Level of theory: wB97M-V/def2-TZVPD

```
! RIJCOSX wB97M-V def2-TZVPD def2/J DEFGRID3
* xyz 0 1
C -0.640 -0.818 0.476
C 0.741 -1.074 -0.044
C -0.931 0.605 0.894
N -0.981 1.620 -0.043
N 0.457 0.156 -2.164
C 1.150 -0.580 -1.225
C -1.130 0.778 2.207
O 1.562 -1.863 0.745
O -1.441 -1.732 0.654
H 2.378 -2.052 0.256
H -0.325 1.470 -0.816
H -0.882 2.546 0.362
H 0.842 0.062 -3.105
H -0.546 -0.058 -2.170
H 2.174 -0.758 -1.549
H -1.078 -0.058 2.899
H -1.349 1.753 2.624
*
```

Output
energy above the lowest of the compared OMol25 structures with the same formula, charge and spin	66.9	kcal per mole
SMILES string	C=C(N)C(=O)/C(O)=C\N
E_tot	-455.25190	Eh
maximum force	1.83	eV/A